one.
Density functional theory data (ωB97M-V with the def2-TZVPD basis set) for a cluster of 2 separate species, C2H3NO2S in total.

Element x y z (Å)
C 0.995 -0.592 -0.208
C -1.378 -0.341 -0.076
H 0.928 1.690 0.678
H 1.007 -1.677 -0.258
H -1.406 -1.404 0.120
N -0.083 0.215 -0.095
O 0.024 1.507 -0.266
O -2.427 0.351 0.077
S 2.341 0.252 0.028

highest occupied orbital energy: -9.433 eV
LUMO energy: -0.646 eV
frontier orbital gap: 8.79 eV

Atomic partial charges in e from the Löwdin method, atoms 1 to 2: atom 1 (C): -0.5946, atom 2 (C): -0.1822


two.
Density functional theory data (ωB97M-V with the def2-TZVPD basis set) for an isolated molecule of C2H3NO2S.

Element x y z (Å)
C -1.664 -0.545 -0.138
C 1.359 -0.339 0.454
N -1.629 0.628 0.092
O -1.991 -1.666 -0.183
O -0.800 1.646 -0.015
S 1.064 1.145 -0.156
H 1.126 -1.245 -0.070
H 1.765 -0.401 1.442
H 0.770 0.777 -1.427

highest occupied orbital energy (spin up / spin down): -9.027 / -9.028 eV
LUMO energy (spin up / spin down): -0.031 / -0.031 eV
frontier orbital gap (spin up / spin down): 9.00 / 9.00 eV

Atomic partial charges in e from the Löwdin method, atoms 1 to 2: atom 1 (C): -0.3703, atom 2 (C): -0.3785


three.
Density functional theory data (ωB97M-V with the def2-TZVPD basis set) for an isolated molecule of C2H3NO2S.

Element x y z (Å)
C -0.752 -0.218 0.271
C 1.878 0.015 -0.041
N 0.672 -0.198 0.613
O 1.544 -1.252 -0.034
O 2.680 0.818 -0.303
S -1.415 1.425 -0.187
H -0.894 -0.882 -0.590
H -1.270 -0.616 1.144
H -2.443 0.908 -0.874

highest occupied orbital energy: -9.910 eV
LUMO energy: 0.473 eV
frontier orbital gap: 10.38 eV
SMILES: O=C1ON1CS

Atomic partial charges in e from the Löwdin method, atoms 1 to 2: atom 1 (C): -0.5228, atom 2 (C): -0.5667


four.
Density functional theory data (ωB97M-V with the def2-TZVPD basis set) for an isolated molecule of C2H3NO2S.

Element x y z (Å)
C 1.421 0.195 -0.141
C -1.769 0.539 0.037
H 2.570 -0.082 0.156
H 1.164 -1.836 0.376
H -1.274 1.066 0.792
N 0.522 -0.769 0.363
O 1.190 1.231 -0.705
O -2.951 0.537 -0.167
S -0.873 -0.881 -0.711

highest occupied orbital energy: -9.682 eV
LUMO energy: 0.004 eV
frontier orbital gap: 9.69 eV
SMILES: O=CNSC=O

Atomic partial charges in e from the Löwdin method, atoms 1 to 2: atom 1 (C): -0.4998, atom 2 (C): -0.4922


Stability summary: most stable four, least stable two.


one.
Density functional theory data (ωB97M-V with the def2-TZVPD basis set) for a structure of composition C21H23N3O3.

Element x y z (Å)
C 5.142 3.358 -0.621
C 4.685 3.192 0.741
O 5.064 3.930 1.614
C 3.893 2.101 1.145
C 3.411 1.242 0.063
C 2.542 0.327 0.693
C 2.302 0.266 2.097
C 2.950 0.812 2.959
C 3.764 1.880 2.558
H 4.102 2.636 3.210
H 2.723 0.669 4.238
H 1.827 -0.883 2.487
N 2.004 -0.596 -0.453
C 0.949 -1.652 -0.012
O 1.156 -2.724 -0.806
N -0.007 -1.231 0.851
C -0.695 0.036 0.911
H 0.069 0.824 1.148
C -1.640 0.077 -0.149
H -2.101 1.248 0.122
H -0.868 0.278 -1.091
C -2.621 -0.775 -0.227
C -3.238 -0.714 -1.709
C -3.399 -1.603 -2.599
C -3.833 -1.730 -3.963
C -4.424 -0.213 -4.273
N -4.224 0.933 -3.538
C -3.712 0.432 -2.119
H -3.604 1.552 -1.501
H -4.871 0.160 -5.210
H -4.063 -2.349 -4.647
H -2.954 -2.788 -2.587
O -3.762 -0.783 0.523
H -4.168 0.117 0.204
C -1.991 -2.211 -0.264
H -1.504 -2.644 -0.939
H -2.771 -3.121 -0.188
C -1.210 -2.155 1.124
C -1.719 -1.871 2.333
H -2.748 -2.034 2.471
H -1.412 -2.237 3.124
C -1.434 -0.177 2.549
H -2.267 0.318 2.383
H -0.770 0.027 3.103
H -0.532 -3.389 1.091
H 2.402 -0.797 -1.179
H 3.432 1.434 -0.867
H 4.236 3.569 -1.415
H 5.955 3.992 -0.762
H 5.773 2.422 -0.828

highest occupied orbital energy: -8.536 eV
LUMO energy: -0.029 eV
frontier orbital gap: 8.51 eV

Atomic partial charges in e from the Löwdin method, atoms 1 to 2: atom 1 (C): -0.0220, atom 2 (C): -0.5061


two.
Density functional theory data (ωB97M-V with the def2-TZVPD basis set) for an isolated molecule of C21H23N3O3.

Element x y z (Å)
C 3.657 -1.931 5.774
H 4.256 -1.024 5.638
O 2.287 -1.635 5.871
C 1.678 -1.019 4.816
C 2.310 -0.674 3.635
C 1.538 -0.049 2.660
N 1.890 0.372 1.413
C 0.793 0.960 0.811
C -0.276 0.893 1.663
C 0.166 0.240 2.843
C -0.446 -0.127 4.045
C 0.308 -0.746 5.007
H -0.124 -1.042 5.950
H -1.493 0.079 4.209
H -1.263 1.250 1.453
C 0.830 1.570 -0.530
O 0.295 2.639 -0.761
N 1.561 0.910 -1.484
C 1.752 -0.524 -1.504
H 2.809 -0.744 -1.705
C 0.860 -1.127 -2.626
N -0.236 -0.257 -2.965
C -1.397 -0.267 -2.192
C -1.482 -0.926 -0.970
C -2.656 -0.951 -0.234
C -3.778 -0.308 -0.707
C -3.733 0.328 -1.940
C -2.573 0.338 -2.694
O -2.493 0.889 -3.950
C -3.644 1.474 -4.503
H -3.347 1.819 -5.493
H -4.459 0.749 -4.603
H -3.989 2.330 -3.913
H -4.627 0.804 -2.311
H -4.694 -0.302 -0.137
H -2.674 -1.463 0.716
H -0.622 -1.429 -0.561
C 0.237 0.991 -3.539
H -0.530 1.749 -3.420
C 1.526 1.459 -2.825
H 2.423 1.117 -3.348
H 1.542 2.546 -2.751
H 0.430 0.849 -4.609
H 0.478 -2.105 -2.332
H 1.454 -1.257 -3.537
H 1.488 -0.944 -0.535
H 2.825 0.394 1.043
H 3.355 -0.871 3.457
H 3.927 -2.400 6.718
H 3.862 -2.627 4.953

highest occupied orbital energy: -7.505 eV
LUMO energy: 0.616 eV
frontier orbital gap: 8.12 eV
SMILES: COc1ccc2cc(C(=O)N3CCN(c4ccccc4OC)CC3)[nH]c2c1

Atomic partial charges in e from the Löwdin method, atoms 1 to 2: atom 1 (C): -0.0965, atom 2 (H): 0.0947


three.
Density functional theory data (ωB97M-V with the def2-TZVPD basis set) for an isolated molecule of C21H23N3O3.

Element x y z (Å)
C 4.388 2.205 -5.331
C 3.147 2.986 -4.922
H 3.370 3.620 -4.058
H 2.775 3.597 -5.747
O 2.063 2.119 -4.591
C 2.089 1.597 -3.338
O 2.915 1.843 -2.504
N 1.017 0.766 -3.197
N 0.778 0.116 -2.043
C -0.262 -0.611 -1.943
C -0.572 -1.306 -0.734
C -1.712 -2.033 -0.481
N -1.692 -2.534 0.783
C -0.530 -2.124 1.395
C -0.049 -2.363 2.677
C 1.161 -1.797 3.022
C 1.885 -1.018 2.118
C 1.425 -0.791 0.840
C 0.206 -1.350 0.472
H 1.973 -0.191 0.132
H 2.824 -0.588 2.434
H 1.556 -1.960 4.014
H -0.593 -2.968 3.389
C -2.805 -3.177 1.424
H -2.433 -3.703 2.306
C -3.895 -2.174 1.841
C -3.320 -0.981 2.609
O -2.845 -0.050 1.660
C -1.786 0.761 1.958
C -1.232 0.927 3.220
C -0.129 1.749 3.382
C 0.422 2.415 2.305
C -0.149 2.273 1.050
C -1.248 1.460 0.878
H -1.701 1.331 -0.092
H 0.273 2.786 0.200
H 1.290 3.043 2.439
H 0.299 1.863 4.367
H -1.646 0.429 4.084
H -4.103 -0.512 3.221
H -2.514 -1.317 3.270
H -4.631 -2.692 2.458
H -4.395 -1.784 0.955
H -3.237 -3.915 0.741
H -2.546 -2.226 -1.129
H -0.974 -0.721 -2.776
H 0.379 0.671 -3.990
H 4.159 1.541 -6.162
H 5.170 2.895 -5.632
H 4.742 1.613 -4.491

highest occupied orbital energy: -7.443 eV
LUMO energy: 0.676 eV
frontier orbital gap: 8.12 eV
SMILES: CCOC(=O)N/N=C/c1cn(CCCOc2ccccc2)c2ccccc12

Atomic partial charges in e from the Löwdin method, atoms 1 to 2: atom 1 (C): -0.0644, atom 2 (C): -0.2273


Stability summary: most stable three, least stable one.


one.
Density functional theory data (ωB97M-V with the def2-TZVPD basis set) for an isolated molecule of C21H21N3O3.

Element x y z (Å)
C -7.217 -1.000 -0.483
H -6.765 -1.965 -0.233
O -6.622 0.052 0.239
C -5.300 0.299 0.065
C -4.774 1.356 0.816
C -3.445 1.690 0.718
C -2.597 0.980 -0.138
C -3.122 -0.073 -0.883
C -4.457 -0.414 -0.785
H -4.831 -1.236 -1.374
H -2.477 -0.636 -1.539
C -1.195 1.322 -0.231
C -0.189 0.881 -1.057
C 0.958 1.568 -0.598
N 0.647 2.357 0.405
O -0.676 2.217 0.633
C 2.301 1.362 -1.192
O 2.391 1.023 -2.361
N 3.398 1.539 -0.415
C 3.418 1.718 1.018
H 2.413 1.952 1.363
C 3.978 0.416 1.654
N 3.833 -0.692 0.736
C 2.574 -1.260 0.547
C 2.395 -2.304 -0.368
C 1.160 -2.892 -0.551
C 0.062 -2.483 0.186
C 0.233 -1.487 1.130
C 1.464 -0.884 1.311
H 1.535 -0.106 2.053
H -0.606 -1.160 1.729
H -0.905 -2.939 0.037
H 1.059 -3.686 -1.278
H 3.229 -2.677 -0.941
C 4.720 -0.499 -0.398
H 5.744 -0.740 -0.090
C 4.641 0.970 -0.896
H 4.642 1.009 -1.985
H 5.466 1.571 -0.509
H 4.437 -1.166 -1.208
H 5.048 0.522 1.853
H 3.487 0.191 2.600
H 4.066 2.568 1.255
H -0.223 0.178 -1.859
H -3.045 2.506 1.299
H -5.439 1.897 1.470
H -8.264 -1.006 -0.184
H -7.150 -0.835 -1.563

highest occupied orbital energy: -7.760 eV
LUMO energy: 0.557 eV
frontier orbital gap: 8.32 eV
SMILES: COc1ccc(-c2cc(C(=O)N3CCN(c4ccccc4)CC3)no2)cc1

Atomic partial charges in e from the Löwdin method, atoms 1 to 2: atom 1 (C): -0.0856, atom 2 (H): 0.0962


two.
Density functional theory data (ωB97M-V with the def2-TZVPD basis set) for an isolated molecule of C21H21N3O3.

Element x y z (Å)
C -6.853 -2.696 0.191
H -7.781 -2.955 0.351
O -6.548 -1.296 0.549
C -5.431 -0.834 0.375
C -5.328 0.318 0.735
C -4.214 1.087 0.808
C -3.162 0.445 0.307
C -3.222 -0.719 -0.468
C -4.455 -1.394 -0.312
H -4.453 -2.469 -0.604
O -2.131 -1.065 -0.916
C -2.223 -2.482 -1.531
H -2.835 -2.863 -2.344
H -1.104 -2.688 -1.793
H -2.348 -3.316 -0.764
N -1.898 1.151 0.099
C -1.405 2.270 0.400
O -2.189 3.229 0.918
N -0.008 2.829 0.016
C 0.912 1.949 -0.203
C 1.877 2.426 -1.247
C 2.873 1.752 -1.411
C 3.104 0.449 -1.104
C 2.085 -0.131 -0.127
C 1.079 0.757 -0.118
H 0.462 0.195 0.821
H 2.254 -1.382 0.052
C 4.312 -0.357 -1.620
C 5.052 -0.900 -0.289
C 5.731 0.102 0.451
C 6.478 -0.105 1.422
N 6.668 -1.495 1.698
C 6.193 -2.385 1.107
C 5.352 -2.307 -0.049
H 4.927 -3.066 -0.591
H 6.416 -3.234 1.443
H 6.950 0.544 1.930
H 5.530 1.200 0.403
H 4.858 0.068 -2.305
H 3.796 -1.309 -1.961
H 3.819 2.011 -2.058
H 1.705 3.530 -1.244
H -0.011 3.669 0.159
H -1.216 0.473 -0.512
H -4.160 2.241 1.057
H -6.046 0.893 1.352
H -6.688 -2.870 -0.937
H -6.102 -3.555 0.637

highest occupied orbital energy: -7.814 eV
LUMO energy: 0.208 eV
frontier orbital gap: 8.02 eV
SMILES: COc1ccc(NC(=O)Nc2ccc(Cc3ccncc3)cc2)c(OC)c1

Atomic partial charges in e from the Löwdin method, atoms 1 to 2: atom 1 (C): -0.0015, atom 2 (H): 0.0128


Stability summary: most stable one, least stable two.


one.
Density functional theory data (ωB97M-V with the def2-TZVPD basis set) for a cluster of 10 separate species, C10H40O10 in total.

Element x y z (Å)
C 2.972 2.662 2.683
O 1.917 1.682 2.645
H 2.551 3.667 2.610
H 3.561 2.698 3.598
H 3.689 2.443 1.848
H 1.530 1.696 1.763
C 2.031 -2.284 -3.533
O 0.691 -1.895 -3.186
H 2.467 -2.712 -2.612
H 1.817 -3.074 -4.214
H 2.585 -1.497 -3.967
H 0.700 -1.555 -2.290
C -0.168 3.743 0.997
O 1.019 3.488 0.240
H -0.319 4.773 0.881
H -0.970 3.157 0.542
H -0.090 3.405 1.988
H 0.654 3.008 -0.512
C -5.134 1.801 -0.491
O -4.329 2.576 0.486
H -5.224 2.346 -1.449
H -4.634 0.837 -0.687
H -6.132 1.466 -0.159
H -4.936 3.065 1.031
C -2.618 -0.527 -4.122
O -3.408 -1.155 -3.084
H -2.658 0.576 -3.824
H -1.581 -0.932 -4.188
H -3.198 -0.615 -5.042
H -3.206 -2.086 -3.005
C 1.643 -1.924 2.968
O 1.822 -0.892 2.047
H 2.348 -1.874 3.771
H 0.663 -1.899 3.458
H 1.835 -2.851 2.426
H 1.821 -0.088 2.607
C -2.391 0.488 2.746
O -2.096 1.118 1.506
H -3.200 -0.248 2.759
H -1.538 -0.083 2.976
H -2.634 1.143 3.504
H -2.921 1.592 1.225
C -1.314 -3.547 -0.716
O -1.149 -3.206 0.652
H -2.152 -4.196 -0.878
H -1.427 -2.623 -1.311
H -0.488 -4.182 -1.069
H -0.642 -2.374 0.667
C 4.966 -1.009 -0.190
O 3.880 -0.145 0.176
H 4.680 -1.864 -0.764
H 5.511 -0.439 -0.935
H 5.695 -1.419 0.561
H 3.744 -0.321 1.087
C 0.464 0.310 -0.862
O 0.876 -1.017 -0.683
H -0.280 0.254 -1.648
H -0.010 0.684 0.053
H 1.295 0.911 -1.186
H 1.417 -1.057 0.110

highest occupied orbital energy: -9.641 eV
LUMO energy: 0.565 eV
frontier orbital gap: 10.21 eV
SMILES: CO.CO.CO.CO.CO.CO.CO.CO.CO.CO

Atomic partial charges in e from the Löwdin method, atoms 1 to 2: atom 1 (C): -0.1117, atom 2 (O): -0.1476


two.
Density functional theory data (ωB97M-V with the def2-TZVPD basis set) for a cluster of 10 separate species, C10H40O10 in total.

Element x y z (Å)
C 2.591 2.157 -2.578
O 1.742 1.541 -3.538
H 3.032 3.038 -3.046
H 1.969 2.467 -1.737
H 3.409 1.551 -2.188
H 1.481 0.712 -3.123
C 0.670 -1.884 -3.828
O 1.027 -0.960 -2.794
H 0.193 -2.782 -3.435
H 0.002 -1.461 -4.577
H 1.548 -2.256 -4.357
H 1.655 -1.417 -2.226
C -0.525 0.185 -0.301
O -1.075 -1.033 -0.058
H -0.851 0.936 0.419
H 0.559 0.114 -0.193
H -0.721 0.414 -1.349
H -0.465 -1.725 -0.325
C 3.390 -1.541 0.064
O 3.044 -1.885 -1.251
H 2.990 -0.544 0.254
H 2.935 -2.231 0.774
H 4.457 -1.476 0.280
H 3.830 -1.791 -1.794
C 0.619 -4.012 0.501
O 0.819 -3.450 -0.751
H 0.669 -3.306 1.330
H -0.379 -4.449 0.551
H 1.219 -4.917 0.600
H 1.695 -3.067 -0.853
C -1.646 -0.517 3.779
O -1.554 -1.595 2.852
H -1.186 -0.743 4.741
H -1.041 0.277 3.340
H -2.674 -0.204 3.966
H -1.883 -1.260 2.014
C -2.308 3.966 -1.512
O -2.243 4.511 -0.218
H -2.254 4.689 -2.327
H -1.500 3.246 -1.637
H -3.283 3.480 -1.538
H -3.027 5.064 -0.168
C -3.486 -4.019 -0.482
O -3.713 -4.859 0.666
H -3.524 -4.623 -1.390
H -4.169 -3.171 -0.446
H -2.463 -3.645 -0.525
H -4.668 -4.910 0.751
C -1.126 3.734 2.954
O -0.954 3.156 1.673
H -0.640 4.704 3.062
H -2.182 3.872 3.193
H -0.720 3.107 3.748
H -1.503 3.666 1.068
C 2.400 2.561 1.913
O 1.319 1.919 2.497
H 2.265 3.641 1.987
H 3.305 2.338 2.478
H 2.435 2.349 0.844
H 0.491 2.342 2.248

highest occupied orbital energy: -9.413 eV
LUMO energy: 0.322 eV
frontier orbital gap: 9.73 eV
SMILES: CO.CO.CO.CO.CO.CO.CO.CO.CO.CO

Atomic partial charges in e from the Löwdin method, atoms 1 to 2: atom 1 (C): -0.1671, atom 2 (O): -0.1321


Stability summary: most stable two, least stable one.


one.
Density functional theory data (ωB97M-V with the def2-TZVPD basis set) for a cluster of 2 separate species, CH2N2P2 in total.

Element x y z (Å)
C 0.393 -1.012 0.381
N -0.550 -1.548 0.730
N -1.765 1.965 0.244
P -2.750 0.882 0.375
P 1.703 0.007 -0.027
H 0.872 0.704 -0.686
H 2.096 -0.997 -1.016

highest occupied orbital energy: -10.616 eV
LUMO energy: 0.024 eV
frontier orbital gap: 10.64 eV
SMILES: N#CP.N#P

Atomic partial charges in e from the Löwdin method, atoms 1 to 2: atom 1 (C): -0.6786, atom 2 (N): 0.0486


two.
Density functional theory data (ωB97M-V with the def2-TZVPD basis set) for an isolated molecule of CH2N2P2.

Element x y z (Å)
C -1.853 -0.184 0.066
N -2.846 -0.767 0.014
N 0.824 0.019 -0.367
P -0.516 1.057 0.028
P 2.413 0.128 -0.142
H -0.483 0.784 1.303
H 2.461 -1.037 -0.902

highest occupied orbital energy: -9.624 eV
LUMO energy: -1.251 eV
frontier orbital gap: 8.37 eV
SMILES: [H]/P=N/PC#N

Atomic partial charges in e from the Löwdin method, atoms 1 to 2: atom 1 (C): -0.4973, atom 2 (N): 0.0595


Stability summary: most stable two, least stable one.